Entry 1:
Molecular formula: C3H3ClN2
Method: DFT, ωB97M-V with the def2-TZVPD basis set

Results
E = -685.7925 Ha
Kohn-Sham gap = 10.0 eV
Charge = 0
Structure (SMILES) = Clc1cn[nH]c1

Each line ends with the Löwdin charge.
Geometry (Å):
C 0.2609 0.0065 0.0829  -0.701
C -0.5408 1.1978 0.0001  -0.138
C -0.5729 -1.1042 0.0328  -0.137
H -0.3098 2.2587 0.1912  0.114
H -2.7170 -1.0744 -0.0308  0.159
H -0.3298 -2.1811 0.0552  0.130
N -1.8132 0.7455 -0.0456  0.001
N -1.8128 -0.6086 -0.0216  -0.042
Cl 1.9915 -0.0331 -0.0259  0.612

Forces on atoms 1 to 3 (eV/Å):
0.3 0.5 -0.6
-1.2 -2.8 0.8
1.2 -0.2 0.2

=====

Entry 2:
Molecular formula: C3H3ClN2
Method: DFT, ωB97M-V with the def2-TZVPD basis set

Results
E = -685.6270 Ha
Kohn-Sham gap (alpha / beta) = 8.3 / 8.5 eV
Charge = 0

Each line ends with the Löwdin charge.
Geometry (Å):
C -0.7497 0.5151 -0.7430  -0.223
C -0.6668 0.9451 0.5512  -0.681
C 0.8784 -0.8100 0.0300  -0.505
N 0.1553 -0.4259 -1.1418  0.062
N 0.7620 -0.1636 1.1683  0.139
Cl -1.2781 2.0424 1.5152  0.796
H -1.5855 0.8352 -1.3773  0.115
H 0.5417 -1.8462 -0.0057  0.151
H 1.9427 -1.0921 0.0030  0.145

Forces on atoms 1 to 3 (eV/Å):
0.5 -1.2 -0.7
5.6 -5.0 0.6
0.8 -1.0 -2.2

=====

Entry 3:
Molecular formula: C3H3ClN2
Method: DFT, ωB97M-V with the def2-TZVPD basis set

Results
E = -685.5872 Ha
Expectation value of S² = 2.019
Kohn-Sham gap (alpha / beta) = 6.8 / 9.4 eV
2S+1 = 3
Charge = 0

Each line ends with the Löwdin charge.
Geometry (Å):
C 1.5725 1.0850 -0.0948  -0.360
C -1.2607 0.0246 -0.1557  -0.114
C 0.9415 0.0015 0.4720  -0.596
N 2.0643 2.0742 -0.4568  0.161
N -1.7266 -1.0720 -0.2422  0.047
Cl 1.3812 -1.5443 -0.2113  0.641
H -1.0937 1.0013 -0.3415  0.036
H 0.8314 -0.1648 1.5651  0.093
H -2.7099 -1.4054 -0.5347  0.090

Forces on atoms 1 to 3 (eV/Å):
0.1 0.8 0.6
-1.2 -2.2 0.1
3.2 -2.1 1.3

=====

Entry 4:
Molecular formula: C3H3ClN2O2
Method: DFT, ωB97M-V with the def2-TZVPD basis set

Results
E = -836.2075 Ha
Kohn-Sham gap = 10.2 eV
Charge = 0
Structure (SMILES) = [H]/N=C1/NOC(=O)[C@@H]1Cl

Each line ends with the Löwdin charge.
Geometry (Å):
C 0.5120 -0.5267 0.2865  -0.599
C -0.4157 -0.1360 -0.7287  -0.609
C 0.5859 0.6559 1.1460  -0.470
H 0.1558 -1.2952 1.0863  0.177
H 0.0243 -1.3914 -1.9185  0.069
H -1.7688 1.5549 -0.6526  0.227
N -0.5128 -0.4592 -1.9211  0.160
N -1.2399 0.7139 -0.1342  0.097
O -0.6377 1.3541 1.0733  0.053
O 1.3744 0.9301 1.9998  0.154
Cl 1.9226 -1.4005 -0.2368  0.741

Forces on atoms 1 to 3 (eV/Å):
0.8 -3.3 2.7
-0.5 0.0 -0.6
0.3 2.1 3.1

=====

Entry 5:
Molecular formula: C3H3ClN2OS
Method: DFT, ωB97M-V with the def2-TZVPD basis set

Results
E = -1159.1844 Ha
Kohn-Sham gap = 8.8 eV
Charge = 0
Structure (SMILES) = On1c(Cl)cnc1S

Each line ends with the Löwdin charge.
Geometry (Å):
C -0.8986 0.1404 -0.0843  -0.713
C 0.8221 1.4216 -0.0820  -0.157
C 1.3125 0.1541 -0.0813  -0.690
H -3.0843 0.6409 0.1063  -0.118
H 1.3811 2.3387 -0.0740  0.104
H 0.2519 -2.3881 0.7308  0.151
N -0.5517 1.4099 -0.0750  0.054
N 0.2029 -0.6655 -0.0821  -0.193
O 0.1845 -2.0108 -0.1825  0.024
S -2.5108 -0.5515 -0.0945  0.825
Cl 2.8905 -0.4898 -0.0813  0.712

Forces on atoms 1 to 3 (eV/Å):
0.2 0.3 0.0
0.1 0.0 0.1
0.1 -0.1 -0.1

=====

Entry 6:
Molecular formula: C3H3ClO
Method: DFT, ωB97M-V with the def2-TZVPD basis set

Results
E = -651.4898 Ha
Kohn-Sham gap = 9.8 eV
Charge = 0
Structure (SMILES) = O=C/C=C\Cl

Each line ends with the Löwdin charge.
Geometry (Å):
C -1.1884 0.2871 -0.0149  -0.528
C 0.1374 0.4762 -0.0821  -0.122
C 1.1855 -0.5628 0.0709  -0.289
H -1.7816 1.1663 -0.1085  0.043
H 0.5711 1.4566 -0.1652  0.098
H 2.1129 0.0027 0.3963  0.115
O 1.2527 -1.7643 -0.0972  0.047
Cl -2.2897 -1.0618 0.0008  0.635

Forces on atoms 1 to 3 (eV/Å):
-0.1 0.7 -0.7
-1.0 -2.5 0.1
1.9 0.1 0.2

=====

Entry 7:
Molecular formula: C3H3ClO2
Method: DFT, ωB97M-V with the def2-TZVPD basis set

Results
E = -726.6502 Ha
Kohn-Sham gap (alpha / beta) = 8.3 / 8.1 eV
Charge = 0

Each line ends with the Löwdin charge.
Geometry (Å):
C -0.0174 0.1742 0.1494  -0.350
C -1.8270 -0.3363 -0.1298  -0.745
C 1.4123 0.0703 -0.0626  -0.008
O -0.8427 -0.7219 0.7823  0.063
O -0.9685 0.5688 -0.7208  0.066
Cl -3.3996 0.1783 0.3795  0.669
H 2.1397 -0.0414 0.8780  0.146
H 1.7807 0.8967 -0.5707  0.055
H 1.7225 -0.7887 -0.7052  0.103

Forces on atoms 1 to 3 (eV/Å):
-1.7 -0.9 0.8
0.0 -1.0 -0.6
2.4 -2.4 1.5

=====

Entry 8:
Molecular formula: C3H3ClO2
Method: DFT, ωB97M-V with the def2-TZVPD basis set

Results
E = -726.6772 Ha
Kohn-Sham gap = 8.4 eV
Charge = 0

Each line ends with the Löwdin charge.
Geometry (Å):
C 3.2042 -0.9466 0.1176  -0.554
C 1.5350 0.4965 -0.4941  -0.552
C 0.1545 0.0362 -0.0268  -0.220
O 2.5584 -1.0054 1.0692  0.165
O 3.8222 -1.0677 -0.8365  0.210
Cl 1.9337 1.9701 0.1386  0.706
H -0.1118 -0.8770 -0.4523  0.029
H -0.6774 0.5435 -0.6080  0.096
H -0.1092 0.1875 1.1144  0.121

Forces on atoms 1 to 3 (eV/Å):
-0.2 -0.9 -1.0
-2.2 -0.8 -0.1
-0.9 2.5 1.1

=====

Entry 9:
Molecular formula: C3H3ClO3S
Method: DFT, ωB97M-V with the def2-TZVPD basis set

Results
E = -1200.1828 Ha
Kohn-Sham gap = 10.5 eV
Charge = 0
Structure (SMILES) = O=C1O[C@@H](Cl)[C@@H](S)O1

Each line ends with the Löwdin charge.
Geometry (Å):
O -0.8320 -2.6929 0.0415  0.259
C -0.7584 -1.5572 0.1035  -0.555
O -0.1371 -0.7910 1.0994  -0.036
C 0.5676 0.1361 0.2591  -0.683
S 1.7080 1.3034 1.0383  0.804
C -0.6672 0.6595 -0.5260  -0.571
Cl -1.9394 1.3552 0.5777  0.663
O -1.2324 -0.6252 -0.8262  -0.033
H 1.0892 -0.5518 -0.4370  0.135
H 2.6386 1.4570 0.0515  -0.112
H -0.4370 1.3068 -1.3816  0.130

Forces on atoms 1 to 3 (eV/Å):
-0.6 -3.5 -0.2
0.1 5.3 0.6
0.9 -1.1 0.0

=====

Entry 10:
Molecular formula: C3H3ClOS
Method: DFT, ωB97M-V with the def2-TZVPD basis set

Results
E = -1049.6131 Ha
Kohn-Sham gap (alpha / beta) = 6.5 / 6.5 eV
Charge = 0

Each line ends with the Löwdin charge.
Geometry (Å):
C 1.4288 -0.1112 0.1954  -0.813
C -1.1373 -0.3319 0.0570  -0.598
C 0.1307 0.3664 -0.2157  -0.213
O 1.6494 -1.1765 0.6882  0.069
S -2.0860 1.2699 0.2214  0.623
Cl 2.8243 0.7704 -0.4652  0.667
H -1.8036 -1.0314 -0.5583  0.093
H -1.1529 -0.7844 1.1421  0.107
H 0.1466 1.0287 -1.0649  0.064

Forces on atoms 1 to 3 (eV/Å):
1.4 -1.1 0.7
-2.1 -1.6 2.3
-3.6 0.9 -1.2

=====

Entry 11:
Molecular formula: C3H3ClOS
Method: DFT, ωB97M-V with the def2-TZVPD basis set

Results
E = -1049.6768 Ha
Kohn-Sham gap = 9.2 eV
Charge = 0
Structure (SMILES) = S=CO/C=C\Cl

Each line ends with the Löwdin charge.
Geometry (Å):
C 1.5831 0.7671 -0.0838  -0.506
C 0.3250 0.5152 0.1335  -0.219
C -1.5375 -0.9879 -0.0388  -0.688
H 2.0108 1.7172 0.0323  0.054
H -0.4559 1.2910 0.2721  0.102
H -1.6741 -2.0631 0.1851  0.086
O -0.2298 -0.7798 0.1817  -0.121
S -2.7768 0.0451 -0.3553  0.674
Cl 2.7552 -0.5048 -0.3267  0.618

Forces on atoms 1 to 3 (eV/Å):
1.0 -1.8 0.2
-3.1 -0.1 0.1
-0.6 0.0 0.7

=====

Entry 12:
Molecular formula: C3H3CsO3
Method: DFT, ωB97M-V with the def2-TZVPD basis set

Results
E = -361.6908 Ha
Expectation value of S² = 0.760
Kohn-Sham gap (alpha / beta) = 8.4 / 8.8 eV
2S+1 = 2
Charge = +1

Each line ends with the Löwdin charge.
Geometry (Å):
C -1.0299 -0.6846 0.2165  -0.169
C -0.9136 -1.6747 -0.6623  0.001
O -1.5798 0.5136 0.0176  -0.045
H -0.3431 -2.5664 -0.4053  0.058
H -1.2236 -1.5309 -1.7035  0.069
H -2.3032 0.6994 0.6376  0.120
O 2.2431 1.5033 0.5721  0.143
C 2.4260 0.5108 1.1755  -0.389
O 2.9634 -0.3226 1.7702  0.241
Cs -0.2393 3.5520 -1.6184  0.971

Forces on atoms 1 to 3 (eV/Å):
-0.3 -1.2 -0.9
0.8 0.6 0.5
-0.2 1.1 0.1

=====

It is found that the relative energy (zero: lowest compared OMol25 entry of this formula, charge and spin) values, taken in the order of the records, are 60.2, 494.7, 166.1, 282.5, 146.6, 49.1, 340.7, 269.8, 61.1, 266.1, 98.8, 0.0 kJ/mol.